No. 1
C14H20ClO4PS4Sn | the ωB97M-V functional and the def2-TZVPD basis

Structure (XYZ):
```
45
Properties=species:S:1:pos:R:3:mulliken_charge:R:1
Sn -2.818 -1.264 -0.774 0.374
S -2.060 -1.208 1.636 -0.372
C -2.228 0.504 2.030 0.629
C -2.410 0.838 3.405 -0.703
C -2.689 2.150 3.696 -0.434
C -2.961 3.073 2.688 -0.424
C -2.794 2.751 1.382 -0.685
C -2.390 1.483 1.007 0.267
S -2.263 1.127 -0.719 -0.350
H -2.481 0.038 4.157 0.316
H -2.873 2.418 4.736 0.302
H -3.240 4.090 2.992 0.275
H -3.090 3.475 0.617 0.321
C 1.342 2.342 -0.742 -1.442
C 1.581 1.104 0.100 1.121
C 2.468 1.353 1.277 -1.356
O 2.297 0.183 -0.799 -0.188
P 2.109 -1.415 -0.952 0.429
S 2.618 -2.309 0.736 -0.566
S 0.277 -1.761 -1.656 -0.557
O 3.019 -1.701 -2.205 -0.400
C 4.402 -1.380 -2.480 0.692
C 4.308 -0.358 -3.590 -1.301
C 5.100 -1.023 -1.223 -1.188
H 0.604 2.981 -0.219 0.323
H 0.932 2.081 -1.728 0.316
H 2.305 2.871 -0.929 0.345
H 0.606 0.620 0.329 -0.181
H 3.347 1.940 0.985 0.303
H 2.798 0.413 1.757 0.259
H 1.883 1.944 1.993 0.428
H 4.843 -2.313 -2.851 0.252
H 3.812 0.579 -3.305 0.189
H 3.706 -0.697 -4.430 0.326
H 5.300 -0.097 -3.933 0.422
H 4.708 -0.115 -0.801 0.160
H 6.190 -0.887 -1.444 0.431
H 4.967 -1.817 -0.444 0.264
Cl -5.722 -5.206 -0.383 -0.265
C -5.875 -3.531 0.425 -0.200
C -5.946 -2.365 -0.566 0.521
O -6.946 -2.239 -1.288 -0.628
O -4.940 -1.511 -0.524 -0.457
H -4.974 -3.500 1.061 0.178
H -6.824 -3.658 0.978 0.258
```

Properties
max |F|: 2.7 eV/Å
HOMO energy: -0.0571 Ha
total charge: -2
Kohn-Sham gap: 0.2308 Eh
energy relative to the best compared isomer or geometry (same formula, charge and spin): 0.0000 eV

=====

No. 2
C14H20CoS2 | the ωB97M-V functional and the def2-TZVPD basis

Structure (XYZ):
```
37
Properties=species:S:1:pos:R:3:mulliken_charge:R:1
Co 0.353 0.046 0.485 -0.408
C -4.165 0.671 0.182 -1.566
C -2.837 0.215 -0.430 0.695
C -3.025 -1.051 -1.259 -1.696
C -1.801 0.078 0.664 0.324
C -1.266 1.246 1.250 -0.255
C -0.280 1.174 2.236 -0.521
C 0.218 -0.073 2.660 0.570
C 1.353 -0.153 3.641 -1.319
C -0.345 -1.240 2.107 -0.535
C -1.345 -1.168 1.134 -0.149
H -4.912 0.816 -0.599 0.441
H -4.057 1.608 0.729 0.368
H -4.544 -0.084 0.876 0.365
H -2.474 1.004 -1.097 0.410
H -3.493 -1.844 -0.670 0.393
H -2.074 -1.410 -1.653 0.359
H -3.683 -0.841 -2.101 0.416
H -1.564 2.213 0.867 0.506
H 0.178 2.082 2.604 0.424
H 2.310 -0.127 3.116 0.208
H 1.307 -1.080 4.212 0.392
H 1.324 0.685 4.336 0.395
H 0.055 -2.203 2.397 0.433
H -1.704 -2.078 0.676 0.389
C 2.320 0.218 -3.640 -1.606
C 2.056 0.148 -2.157 0.708
S 0.380 0.159 -1.657 -0.497
C 2.999 0.077 -1.213 0.550
C 4.477 0.054 -1.471 -1.426
S 2.496 0.002 0.460 -0.416
H 1.381 0.274 -4.190 0.403
H 2.859 -0.663 -3.993 0.337
H 2.910 1.099 -3.900 0.342
H 4.690 0.106 -2.538 0.368
H 4.929 -0.859 -1.077 0.296
H 4.972 0.898 -0.985 0.300
```

Properties
multiplicity: 2
max |F|: 0.2 eV/Å
HOMO energy (alpha / beta): -0.2396 / -0.2580 Ha
Kohn-Sham gap (alpha / beta): 0.2452 / 0.2829 Eh
<S²>: 0.804
energy relative to the best compared isomer or geometry (same formula, charge and spin): 0.0000 eV

=====

No. 3
C14H20I4O | the ωB97M-V functional and the def2-TZVPD basis

Structure (XYZ):
```
39
Properties=species:S:1:pos:R:3:mulliken_charge:R:1
C 3.192 -1.387 1.165 -0.785
C 3.606 0.143 1.392 -0.721
C 2.702 1.145 0.535 -0.553
C 1.169 1.144 0.961 -0.932
C 0.233 0.225 0.072 0.578
O -0.473 -0.743 0.902 -0.477
C -1.567 -1.159 0.050 0.611
C -2.416 -2.416 0.446 -0.634
I -1.632 -4.348 -0.241 0.015
C -3.587 -2.440 1.202 0.115
C -4.230 -1.096 1.725 -0.871
I -4.619 -4.278 1.703 0.043
C -2.247 0.180 -0.468 -1.104
C -0.877 0.941 -0.875 0.585
C -0.690 0.859 -2.435 -1.006
I -1.654 -0.610 -3.722 0.082
C 0.160 1.791 -3.077 0.004
C 0.958 2.883 -2.238 -0.701
I 0.413 1.744 -5.247 0.013
H 2.466 -1.719 1.965 0.197
H 2.787 -1.585 0.123 0.197
H 4.138 -2.008 1.308 0.332
H 3.532 0.343 2.512 0.332
H 4.715 0.255 1.142 0.377
H 2.879 0.959 -0.572 0.285
H 3.132 2.185 0.741 0.262
H 1.108 0.819 2.042 0.426
H 0.809 2.221 0.885 0.349
H 0.947 -0.300 -0.654 0.152
H -1.014 -1.522 -0.888 0.139
H -5.030 -1.348 2.490 0.393
H -3.494 -0.320 2.076 0.234
H -4.798 -0.629 0.848 0.217
H -2.601 0.705 0.471 0.271
H -3.074 0.142 -1.228 0.235
H -0.939 1.969 -0.384 0.634
H 0.351 3.340 -1.404 0.252
H 1.330 3.715 -2.905 0.411
H 1.868 2.336 -1.819 0.045
```

Properties
max |F|: 3.8 eV/Å
HOMO energy: -0.3245 Ha
Kohn-Sham gap: 0.3176 Eh

=====

No. 4
C14H20N2O2 | the ωB97M-V functional and the def2-TZVPD basis

Structure (XYZ):
```
38
Properties=species:S:1:pos:R:3:mulliken_charge:R:1
C 5.315 0.514 -1.935 -0.692
O 4.098 -0.191 -1.900 -0.360
C 3.787 -0.768 -0.650 -0.416
C 3.214 0.247 0.349 -0.857
N 2.025 0.865 -0.188 -0.164
C 0.787 0.559 0.273 0.814
O 0.599 -0.108 1.264 -0.624
C -0.346 1.197 -0.549 -1.325
N -1.608 0.540 -0.407 0.201
C -2.338 0.545 0.760 0.681
C -2.224 1.376 1.862 -0.637
C -3.139 1.226 2.894 -0.722
C -4.144 0.277 2.835 -0.586
C -4.260 -0.553 1.723 -0.613
C -3.358 -0.412 0.697 0.530
C -3.261 -1.142 -0.613 -0.826
C -1.917 -0.653 -1.191 0.104
C -0.837 -1.732 -1.076 -1.572
H 5.295 1.408 -1.301 0.283
H 5.463 0.815 -2.970 0.254
H 6.149 -0.124 -1.619 0.304
H 3.030 -1.527 -0.863 0.314
H 4.671 -1.257 -0.219 0.370
H 2.926 -0.264 1.270 0.400
H 3.954 1.019 0.581 0.336
H 2.130 1.294 -1.095 0.314
H -0.077 1.211 -1.610 0.403
H -0.452 2.234 -0.210 0.423
H -1.437 2.111 1.934 0.291
H -3.058 1.862 3.764 0.381
H -4.840 0.176 3.654 0.374
H -5.042 -1.296 1.671 0.417
H -4.095 -0.869 -1.264 0.301
H -3.274 -2.224 -0.485 0.400
H -2.015 -0.358 -2.245 0.295
H 0.103 -1.394 -1.509 0.321
H -0.671 -1.974 -0.029 0.388
H -1.152 -2.628 -1.606 0.498
```

Properties
max |F|: 0.6 eV/Å
structure (SMILES): COCCNC(=O)CN1c2ccccc2C[C@@H]1C
HOMO energy: -0.2636 Ha
Kohn-Sham gap: 0.2892 Eh
energy relative to the best compared isomer or geometry (same formula, charge and spin): 1.2433 eV